Record 1
This record from OMol25 describes an isolated ion of composition C5H8N and charge +1 at a distorted geometry. The level of theory is wB97M-V/def2-TZVPD.

Positions of all 14 atoms, in Å:
C: -0.2009 2.0917 0.4816
C: 0.5625 1.6800 -0.5703
C: -1.2636 -0.3422 -0.3076
C: -0.6135 0.9857 -0.3244
C: 0.8766 -1.4737 -0.0857
N: -0.3312 -0.9896 0.5797
H: -0.3234 2.6988 1.3447
H: 1.5080 1.7478 -1.0480
H: -2.1818 -0.4728 0.1525
H: -1.1045 -0.7045 -1.2338
H: 0.7478 -1.6076 -1.0698
H: 1.5246 -0.5998 0.0762
H: 1.3555 -2.2461 0.4764
H: -0.5561 -0.7675 1.5286

Values from the calculation:
- energy (eV) = -6793.448
- maximum force (eV Å⁻¹) = 6.42
- multiplicity = 1
- LUMO level (eV) = -4.576
- net charge = +1
- Kohn-Sham gap (eV) = 8.90
- E_HOMO (eV) = -13.477

***

Record 2
This record from OMol25 describes an isolated ion of composition C5H8N and charge +1 at a distorted geometry. The level of theory is wB97M-V/def2-TZVPD.

Positions of all 14 atoms, in Å:
C: -0.0262 0.0790 1.2137
C: 1.0156 -1.4804 -0.3489
C: 1.2836 -0.4771 0.7049
C: 0.8401 -0.0538 -0.7138
C: -1.6311 1.1272 -0.4237
N: -0.4360 0.5662 0.1194
H: -0.5682 0.3124 2.1130
H: 1.7507 -2.1559 -0.6944
H: 0.0610 -2.0244 -0.2312
H: 2.2601 -0.3074 1.1525
H: 1.4451 0.6205 -1.3502
H: -1.4106 2.1642 -0.7503
H: -2.4956 1.2626 0.3411
H: -2.0884 0.3670 -1.1323

Values from the calculation:
- energy (eV) = -6790.400
- maximum force (eV Å⁻¹) = 10.88
- multiplicity = 3
- LUMO level (spin up / spin down) (eV) = -3.071 / -8.796
- net charge = +1
- Kohn-Sham gap (spin up / spin down) (eV) = 8.26 / 7.81
- E_HOMO (spin up / spin down) (eV) = -11.334 / -16.603

***

Record 3
This record from OMol25 describes a 2-piece molecular cluster, C5H8N2 overall at a distorted geometry. The level of theory is wB97M-V/def2-TZVPD.

Positions of all 15 atoms, in Å:
C: -0.5270 -2.3930 -0.0293
C: -0.1168 0.7431 -0.6001
C: 0.6544 0.9822 -1.8322
C: 0.0226 -0.1308 1.8747
C: 0.4781 -0.1362 0.4362
N: -1.1422 -3.3430 -0.1998
N: -1.3001 1.2892 -0.4998
H: 0.2979 2.0091 -2.2814
H: 1.7341 1.1157 -1.7689
H: 0.4665 0.2969 -2.5504
H: 0.3926 0.6079 2.5359
H: 0.4207 -1.0445 2.2266
H: -1.0574 -0.3404 2.1476
H: 1.5321 -0.5117 0.3253
H: -1.8555 0.8555 0.2156

Values from the calculation:
- energy (eV) = -8290.082
- maximum force (eV Å⁻¹) = 5.27
- multiplicity = 1
- LUMO level (spin up / spin down) (eV) = -2.447 / -2.445
- Kohn-Sham gap (spin up / spin down) (eV) = 7.95 / 7.95
- E_HOMO (spin up / spin down) (eV) = -10.395 / -10.398

***

What relative energy (zero: lowest compared OMol25 entry of this formula, charge and spin) values result from the calculations? In sequence: 447.77, 402.90, 474.20 kJ/mol.